Formula: C4H3IN2
Source: the Open Molecules 2025 dataset
Level of theory: ωB97M-V/def2-TZVPD

- energy (hartree) = -561.3409
- molar mass (g/mol) = 205.986
- LUMO energy (eV) = -1.34
- SMILES string = CC(I)(C#N)C#N
- relative energy (zero: lowest compared OMol25 entry of this formula, charge and spin) (kJ/mol) = 106.4
- Kohn-Sham gap (Ha) = 0.3384

```
! RIJCOSX wB97M-V def2-TZVPD def2/J DEFGRID3
* xyz 0 1
I 2.3136 1.1998 -0.0781
N 0.4295 -1.4443 2.3310
N 0.6246 -1.5553 -2.0282
C 0.5027 -0.8246 1.3914
C -1.0347 0.8861 -0.1340
C 0.4663 -0.1209 0.0926
C 0.6017 -1.0211 -1.0457
H -1.4078 1.0176 0.7777
H -1.8426 0.1866 -0.5766
H -0.6533 1.6761 -0.7301
*
```

---

Formula: C34H39BeN5O2P2S2
Source: the Open Molecules 2025 dataset
Level of theory: ωB97M-V/def2-TZVPD

- energy (hartree) = -3237.0249
- molar mass (g/mol) = 684.813
- LUMO energy (eV) = -1.31
- relative energy (zero: lowest compared OMol25 entry of this formula, charge and spin) (kJ/mol) = 0.0
- Kohn-Sham gap (Ha) = 0.2559

```
! RIJCOSX wB97M-V def2-TZVPD def2/J DEFGRID3
* xyz 0 1
S -0.5493 -2.0161 0.9300
S 1.1834 1.0822 2.9200
P 1.3619 -0.9977 -7.9609
P -1.7592 -0.7581 -7.6719
O 2.4965 0.6687 3.3311
O 0.9218 2.4462 2.5261
N -1.9222 0.9965 -7.5637
N 2.8431 -0.0704 -8.0990
N 0.6409 0.0727 1.6758
N -3.4459 -1.0118 -8.1673
N 1.9773 -2.3285 -9.0094
C -1.3861 1.3092 -3.1428
C -5.3797 -1.0762 -9.3628
C 2.1585 -3.6336 -8.5393
C -5.2493 -2.3083 -8.6385
C 2.7977 -1.5985 0.8083
C 0.4306 -0.1487 -9.2929
C -1.6118 1.6431 -6.3651
C 4.5232 1.2653 -8.8197
C 0.9982 1.1001 -1.3886
C 2.4086 -2.3049 -10.3358
C -0.0498 0.4729 4.0030
C 2.9133 -3.5532 -10.6826
C -0.9916 -0.7112 -9.3691
C -1.1416 0.1371 6.0845
C 3.4710 0.4571 -9.2320
C -4.2617 -0.3055 -9.0628
C -0.7061 2.8481 -0.4486
C -2.0138 2.2558 -0.8718
C 2.7470 -4.4021 -9.5408
C -1.8923 -1.0817 4.1096
C -2.0284 -0.7646 5.4651
C 4.5330 1.2527 -7.3857
C -2.2024 1.9822 -8.5132
C 3.5020 0.4269 -6.9667
C -0.3872 -0.7459 2.0409
C -2.2328 1.4632 -1.9226
C -0.5608 0.0226 -3.1112
C -0.8834 -0.4555 3.3578
C -0.1332 0.7706 5.3520
C -2.2278 3.2183 -7.8760
C 0.6680 0.1361 -2.2665
C -1.8694 2.9989 -6.5103
C -4.0662 -2.2481 -7.9227
C 0.5640 2.5176 -1.2887
Be 1.2269 -1.0774 0.6425
H -1.6139 -0.1481 -10.0800
H -1.8304 3.7365 -5.7227
H 1.2967 -0.7615 -2.3057
H 2.8020 -2.6976 0.8389
H 1.8360 -3.8887 -7.5388
H -2.8357 2.4912 -0.1913
H 3.4226 -1.2826 -0.0349
H 3.2264 -1.2010 1.7428
H -2.0928 1.2214 -3.9800
H -0.5043 2.5667 0.6038
H 0.5658 1.4789 5.7912
H 0.4125 0.9167 -9.0322
H 1.7587 0.8502 -0.6260
H -2.4774 4.1596 -8.3381
H -0.9805 -1.7645 -9.6916
H -3.2193 1.0138 -2.0758
H -2.8225 -1.2392 6.0479
H 0.5324 3.0033 -2.2766
H 3.0312 -5.4451 -9.4671
H 1.3856 2.9864 -0.7190
H 5.2195 1.7866 -6.7501
H 3.1491 0.1344 -5.9892
H -6.1824 -0.7929 -10.0270
H -0.2818 -0.2452 -4.1518
H -1.1718 -0.8131 -2.7084
H -5.9436 -3.1332 -8.6590
H -3.9964 0.6791 -9.4011
H -2.5268 -1.8073 3.5981
H -2.3204 1.7471 -9.5604
H 3.3597 -3.8174 -11.6344
H -3.5882 -2.9503 -7.2609
H 0.8948 -0.2392 -10.2768
H -1.1485 1.0591 -5.5814
H 5.2068 1.7929 -9.4666
H -0.7163 2.1578 -3.3358
H 3.1198 0.2303 -10.2266
H -1.2395 0.3454 7.1453
H 2.3004 -1.4258 -10.9513
H -0.8086 3.9528 -0.4600
*
```

---

Formula: C5H8O
Source: the Open Molecules 2025 dataset
Level of theory: ωB97M-V/def2-TZVPD

- energy (hartree) = -270.4520
- molar mass (g/mol) = 84.118
- LUMO energy (eV) = 1.05
- SMILES string = C=C=CCOC
- relative energy (zero: lowest compared OMol25 entry of this formula, charge and spin) (kJ/mol) = 278.1
- Kohn-Sham gap (Ha) = 0.3829

```
! RIJCOSX wB97M-V def2-TZVPD def2/J DEFGRID3
* xyz 0 1
O -0.8816 1.4609 -0.1728
C -2.0972 1.0886 -0.7730
C 2.0446 -1.9726 0.3980
C 1.8826 -0.6813 0.2845
C -0.1751 0.4070 0.4116
C 1.3329 0.5003 0.2245
H -2.2540 1.7738 -1.6069
H 2.1381 -2.4267 1.3818
H 1.8598 1.4485 0.1350
H -0.3876 0.3329 1.4870
H -2.0681 0.0589 -1.1628
H -2.9452 1.1667 -0.0782
H -0.4823 -0.5350 -0.0540
H 2.0331 -2.6220 -0.4746
*
```

---

Formula: C4H10N4
Source: the Open Molecules 2025 dataset
Level of theory: ωB97M-V/def2-TZVPD

- energy (hartree) = -377.3516
- molar mass (g/mol) = 114.152
- LUMO energy (eV) = 1.07
- SMILES string = C=NN/C(=N/C)NC
- relative energy (zero: lowest compared OMol25 entry of this formula, charge and spin) (kJ/mol) = 250.0
- Kohn-Sham gap (Ha) = 0.3490

```
! RIJCOSX wB97M-V def2-TZVPD def2/J DEFGRID3
* xyz 0 1
N 0.3858 -0.8938 0.3141
N -0.2907 0.3186 -1.6177
N 0.7305 1.5277 1.5325
N -0.0755 1.3488 0.4623
C 0.0215 0.1952 -0.3890
C -0.5086 -2.0807 0.5232
C -0.0481 -0.8286 -2.4954
C 0.6432 2.6811 2.1051
H -0.1051 -0.5041 -3.5629
H -0.8877 -1.5615 -2.3696
H 0.0082 -2.7983 1.0910
H 0.6952 -0.4040 1.1768
H -0.7920 -2.4284 -0.4634
H 1.2430 2.7475 3.0217
H -0.4387 2.1828 0.0227
H -0.1347 3.3738 1.8369
H -1.4474 -1.7135 1.0726
H 1.0013 -1.1628 -2.2609
*
```